Entry 1:
Density functional theory data (ωB97M-V/def2-TZVPD) for a cluster of 2 separate species, C3H5Cl in total.

The geometry in XYZ format:
```
9
Properties=species:S:1:pos:R:3:forces:R:3:lowdin_charge:R:1
C 1.7163 0.4135 1.0953 -1.593 -3.006 -4.847 0.191
C 0.3778 -0.9044 -0.2897 1.909 1.752 2.530 -0.650
C -0.8029 -0.3933 -0.9577 -3.397 1.314 -0.297 -0.270
Cl 1.0503 -2.2831 -0.9744 0.717 -0.125 0.115 0.623
H 2.3543 -0.2693 1.5299 1.649 -1.710 0.334 -0.069
H 1.2636 0.9784 1.7946 -2.245 2.280 1.802 -0.083
H -0.7210 0.5929 -1.4599 0.477 -0.283 0.463 0.071
H -1.2104 -1.0356 -1.8038 0.652 0.326 1.272 0.075
H -1.7009 -0.2021 -0.1963 1.831 -0.548 -1.372 0.112
```
Forces are in eV/Å.

Spin multiplicity = 1
E_HOMO (spin up / spin down) = -9.2 / -7.7 eV
Energy = -577.22816 Eh
F_max = 5.922 eV/Å
Orbital gap (spin up / spin down) = 9.30 / 7.03 eV
Energy above the lowest of the compared OMol25 structures with the same formula, charge and spin = 153.8 kcal/mol
E_LUMO (spin up / spin down) = 0.0872 / -0.7022 eV

Entry 2:
Density functional theory data (ωB97M-V/def2-TZVPD) for a cluster of 2 separate species, C3H5Cl in total.

The geometry in XYZ format:
```
9
Properties=species:S:1:pos:R:3:forces:R:3:lowdin_charge:R:1
C 0.2140 -0.2706 -0.0196 0.025 -4.417 1.757 -0.256
C 1.2586 0.5028 -0.2171 -0.508 -2.572 0.649 -0.673
C -1.2487 0.0185 0.0672 -0.267 -2.248 -3.186 -0.144
Cl 2.8340 -0.0650 -0.0014 1.450 -0.646 0.099 0.609
H 0.5885 -1.8623 0.4239 -0.907 4.401 -1.237 0.220
H 1.3365 1.4766 -0.5017 -0.763 2.709 -0.733 0.025
H -1.6869 -0.1176 0.9915 -0.299 -0.430 2.395 0.030
H -1.3511 1.0497 -0.1468 -0.655 1.078 -0.779 0.055
H -1.9448 -0.7319 -0.5960 1.924 2.125 1.035 0.134
```
Forces are in eV/Å.

Spin multiplicity = 1
E_HOMO = -9.4 eV
Energy = -577.36452 Eh
F_max = 4.754 eV/Å
Orbital gap = 10.16 eV
Energy above the lowest of the compared OMol25 structures with the same formula, charge and spin = 68.2 kcal/mol
E_LUMO = 0.7610 eV

Entry 3:
Density functional theory data (ωB97M-V/def2-TZVPD) for an isolated molecule of C3H5Cl.

The geometry in XYZ format:
```
9
Properties=species:S:1:pos:R:3:forces:R:3:lowdin_charge:R:1
C 0.8947 0.3965 0.0187 0.705 -0.524 7.272 -0.150
C 1.2411 0.5482 1.5254 -0.695 -0.266 -10.293 -0.600
C -0.4475 -0.1555 -0.4124 2.094 0.240 -0.791 -0.128
Cl 2.7111 1.2192 1.9214 1.236 0.691 0.696 0.609
H 1.5078 0.7802 -0.7543 0.926 0.588 -0.199 0.060
H 0.6849 0.0892 2.2386 -1.619 -1.087 2.037 0.002
H -0.4420 -0.6670 -1.4068 0.102 0.907 0.605 0.087
H -0.7321 -0.9044 0.2741 -1.033 -0.377 1.026 0.051
H -0.9292 0.8041 -0.3868 -1.715 -0.172 -0.354 0.070
```
Forces are in eV/Å.

Spin multiplicity = 1
SMILES = C/C=C/Cl
E_HOMO = -8.4 eV
Energy = -577.41383 Eh
F_max = 10.320 eV/Å
Orbital gap = 9.31 eV
Energy above the lowest of the compared OMol25 structures with the same formula, charge and spin = 37.3 kcal/mol
E_LUMO = 0.9473 eV

Entry 4:
Density functional theory data (ωB97M-V/def2-TZVPD) for a cluster of 2 separate species, C3H5Cl in total.

The geometry in XYZ format:
```
9
Properties=species:S:1:pos:R:3:forces:R:3:lowdin_charge:R:1
C -1.1063 1.6678 -0.1678 -3.488 0.247 -0.602 -0.113
C -1.4146 0.3892 -0.1073 1.935 -1.259 0.589 -0.637
C 0.5915 -1.4091 -0.0057 -0.938 1.185 1.030 0.043
Cl -2.8608 -0.5277 0.1082 0.687 0.874 -0.448 0.573
H -2.1017 2.2232 -0.3739 1.755 -0.065 0.564 0.081
H -0.1829 2.2284 -0.0941 0.022 -0.574 -0.228 0.048
H 0.0711 -1.5814 0.9692 0.399 -0.424 -1.270 -0.013
H 0.4018 -2.0343 -0.9212 0.389 0.958 1.271 0.014
H 1.4374 -0.6944 0.1686 -0.762 -0.943 -0.906 0.003
```
Forces are in eV/Å.

Spin multiplicity = 1
E_HOMO (spin up / spin down) = -8.6 / -8.7 eV
Energy = -577.30651 Eh
F_max = 3.548 eV/Å
Orbital gap (spin up / spin down) = 8.93 / 8.62 eV
Energy above the lowest of the compared OMol25 structures with the same formula, charge and spin = 104.6 kcal/mol
E_LUMO (spin up / spin down) = 0.3131 / -0.1051 eV